# 1
# C5H7NO

An isolated molecule of C5H7NO (ωB97M-V/def2-TZVPD, the Open Molecules 2025 dataset).

Structure (XYZ):
```
14
C5H7NO (ωB97M-V/def2-TZVPD)
C -0.327 1.655 -0.047
C 1.128 1.130 -0.323
C -0.736 -0.653 0.423
C 0.569 -1.243 -0.194
C -1.264 0.740 0.122
N 2.193 0.599 0.242
O 1.866 -0.811 0.149
H -0.480 2.789 0.002
H 0.835 0.412 -1.174
H -1.491 -1.271 0.049
H -0.875 -0.600 1.471
H 0.487 -2.404 0.007
H 0.343 -1.280 -1.273
H -2.249 0.936 0.545
```

DFT total energy: -324.41525 Ha
Kohn-Sham gap (alpha / beta): 8.19 / 8.40 eV
energy relative to the best compared isomer or geometry (same formula, charge and spin): 3.608 eV
LUMO energy (alpha / beta): 0.77 / -1.27 eV
2S+1: 3
<S²>: 2.0065

=====

# 2
# C19H20HfN2O4Se2

C19H20HfN2O4Se2 as an isolated structure (ωB97M-V/def2-TZVPD, the Open Molecules 2025 dataset).

Structure (XYZ):
```
48
C19H20HfN2O4Se2 (ωB97M-V/def2-TZVPD)
Hf 0.426 -0.234 -0.577
O 2.011 0.078 -1.620
C 2.825 1.108 -1.644
C 4.203 0.897 -1.822
C 5.092 1.945 -1.859
C 4.643 3.258 -1.746
C 3.301 3.500 -1.590
C 2.370 2.453 -1.519
C 0.993 2.756 -1.295
N 0.116 1.830 -1.081
N -1.176 2.215 -0.860
C -1.945 1.231 -0.476
O -1.505 0.023 -0.282
C -3.366 1.549 -0.284
C -3.822 2.849 -0.502
C -5.165 3.141 -0.384
C -6.069 2.147 -0.041
C -5.619 0.857 0.189
C -4.275 0.556 0.069
H 4.542 -0.122 -1.927
H 6.148 1.747 -1.978
H 5.349 4.074 -1.769
H 2.943 4.514 -1.499
H 0.668 3.796 -1.284
H -3.110 3.611 -0.772
H -5.509 4.147 -0.569
H -7.123 2.373 0.037
H -6.315 0.075 0.454
H -3.918 -0.450 0.232
O 2.218 -1.864 0.060
C 1.999 -2.817 1.094
C 0.491 -2.978 1.347
C 0.314 -4.149 2.368
O 0.744 -3.885 3.669
C -0.139 -1.717 1.973
Se 0.875 0.026 1.882
C -0.257 -3.469 0.100
Se -0.173 -2.440 -1.629
H 3.164 -1.833 -0.144
H 2.477 -2.470 2.020
H 2.425 -3.785 0.805
H 0.804 -5.041 1.953
H -0.754 -4.357 2.466
H 1.696 -3.743 3.689
H -0.258 -1.881 3.048
H -1.126 -1.508 1.542
H -1.321 -3.547 0.330
H 0.102 -4.464 -0.175
```

DFT total energy: -5997.48393 Ha
Kohn-Sham gap: 7.05 eV
LUMO energy: -0.70 eV

=====

Number 2 is which compound? C19H20HfN2O4Se2